# 1
C22H23N2OPPdS as an isolated structure, computed with the ωB97M-V functional and the def2-TZVPD basis.

Atoms and positions in Å:
1 Pd -0.761 1.091 -1.921
2 N -2.969 -0.417 -0.120
3 C -2.235 -0.427 1.060
4 C -2.893 -0.370 2.293
5 C -2.189 -0.355 3.480
6 C -0.800 -0.420 3.475
7 C -0.136 -0.459 2.264
8 C -0.830 -0.437 1.051
9 P 0.096 -0.337 -0.501
10 C 0.191 -2.034 -1.120
11 C -0.542 -3.058 -0.533
12 C -0.456 -4.352 -1.035
13 C 0.355 -4.618 -2.124
14 C 1.081 -3.592 -2.721
15 C 0.998 -2.306 -2.225
16 C 1.820 0.057 -0.093
17 C 2.662 -0.950 0.388
18 C 3.976 -0.662 0.716
19 C 4.463 0.630 0.556
20 C 3.635 1.626 0.064
21 C 2.314 1.346 -0.263
22 H -2.711 -1.100 -0.824
23 H -3.967 -0.437 0.027
24 H -3.976 -0.346 2.303
25 H -2.728 -0.307 4.418
26 H -0.242 -0.425 4.401
27 H 0.945 -0.465 2.260
28 H -1.173 -2.858 0.325
29 H -1.035 -5.143 -0.578
30 H 0.417 -5.624 -2.519
31 H 1.706 -3.798 -3.580
32 H 1.554 -1.505 -2.699
33 H 2.294 -1.963 0.498
34 H 4.621 -1.447 1.090
35 H 5.492 0.854 0.807
36 H 4.014 2.630 -0.076
37 H 1.665 2.121 -0.655
38 S -3.143 -2.476 -3.241
39 C -2.091 -1.260 -3.215
40 N -1.296 -0.392 -3.176
41 C -0.631 3.252 1.193
42 C -1.010 3.600 -0.237
43 C -0.680 5.058 -0.528
44 O -0.323 2.838 -1.206
45 H -1.191 3.876 1.892
46 H 0.435 3.424 1.361
47 H -0.855 2.212 1.422
48 H -2.096 3.465 -0.353
49 H 0.393 5.223 -0.407
50 H -1.214 5.721 0.157
51 H -0.955 5.316 -1.550

Computed properties:
DFT total energy	-51819.3039	eV
gap between HOMO and LUMO	7.25	eV


# 2
The molecule C22H23N3O2, computed with the ωB97M-V functional and the def2-TZVPD basis.

Atoms and positions in Å:
1 C -4.632 -1.616 4.896
2 O -3.811 -0.505 4.620
3 C -2.980 -0.475 3.542
4 C -2.281 0.723 3.402
5 C -1.394 0.933 2.371
6 C -1.185 -0.062 1.422
7 C -0.247 0.174 0.319
8 C -0.316 -0.513 -0.895
9 C 0.633 -0.198 -1.866
10 C 0.663 -0.857 -3.180
11 C -0.485 -1.382 -3.767
12 C -0.419 -1.996 -5.004
13 C 0.791 -2.098 -5.670
14 C 1.937 -1.569 -5.098
15 C 1.873 -0.949 -3.865
16 N 1.579 0.708 -1.642
17 C 1.555 1.328 -0.457
18 N 2.495 2.256 -0.236
19 C 2.598 3.010 0.993
20 C 3.967 3.679 0.886
21 C 4.129 3.879 -0.621
22 C 3.515 2.605 -1.198
23 N 0.678 1.106 0.528
24 C -1.871 -1.266 1.556
25 C -2.758 -1.496 2.597
26 O -3.432 -2.687 2.752
27 C -3.223 -3.710 1.813
28 H -5.325 -1.821 4.078
29 H -5.195 -1.336 5.787
30 H -4.045 -2.513 5.105
31 H -2.464 1.486 4.143
32 H -0.858 1.863 2.279
33 H -1.072 -1.257 -1.078
34 H -1.439 -1.290 -3.270
35 H -1.317 -2.396 -5.453
36 H 0.839 -2.582 -6.634
37 H 2.882 -1.640 -5.617
38 H 2.754 -0.527 -3.407
39 H 1.794 3.754 1.046
40 H 2.501 2.345 1.854
41 H 4.742 3.007 1.257
42 H 4.017 4.611 1.444
43 H 3.557 4.749 -0.944
44 H 5.166 4.012 -0.920
45 H 4.258 1.801 -1.268
46 H 3.071 2.742 -2.187
47 H -1.683 -2.052 0.843
48 H -3.858 -4.533 2.138
49 H -3.522 -3.403 0.805
50 H -2.180 -4.043 1.800

Computed properties:
DFT total energy	-31752.7045	eV
gap between HOMO and LUMO	8.24	eV
SMILES	COc1ccc(-c2cc(-c3ccccc3)nc(N3CCCC3)n2)cc1OC


# 3
The molecule C22H23N3O3 at a distorted geometry, computed with the ωB97M-V functional and the def2-TZVPD basis.

Atoms and positions in Å:
1 C 3.457 -1.055 0.784
2 C 2.158 -1.488 0.175
3 C 2.055 -2.743 -0.387
4 C 0.872 -3.204 -0.984
5 N 0.793 -4.454 -1.532
6 C -0.275 -4.835 -2.430
7 C 0.228 -5.926 -3.374
8 O 0.620 -7.100 -2.693
9 C 1.097 -6.855 -1.386
10 C 1.764 -5.488 -1.247
11 C -0.228 -2.335 -0.989
12 C -0.127 -1.075 -0.448
13 C 1.055 -0.612 0.138
14 C 1.141 0.705 0.723
15 C 0.475 1.817 0.357
16 N -0.398 2.035 -0.701
17 C -0.798 3.344 -0.759
18 O -1.516 3.849 -1.585
19 N -0.204 3.978 0.322
20 C -0.437 5.370 0.658
21 C -1.645 5.497 1.551
22 C -1.511 5.363 2.926
23 C -2.625 5.439 3.744
24 C -3.879 5.644 3.193
25 C -4.017 5.766 1.820
26 C -2.905 5.690 1.001
27 C 0.592 3.117 1.046
28 O 1.241 3.406 2.026
29 H 3.338 -0.882 1.853
30 H 4.220 -1.817 0.644
31 H 3.805 -0.128 0.332
32 H 2.928 -3.377 -0.380
33 H -1.152 -5.204 -1.878
34 H -0.577 -3.972 -3.028
35 H 1.075 -5.533 -3.956
36 H -0.562 -6.221 -4.069
37 H 1.813 -7.651 -1.166
38 H 0.268 -6.925 -0.667
39 H 2.123 -5.381 -0.220
40 H 2.625 -5.429 -1.928
41 H -1.176 -2.656 -1.390
42 H -1.010 -0.454 -0.417
43 H 1.823 0.844 1.550
44 H -0.593 1.369 -1.429
45 H 0.461 5.731 1.166
46 H -0.589 5.911 -0.279
47 H -0.533 5.193 3.351
48 H -2.515 5.337 4.814
49 H -4.747 5.705 3.832
50 H -4.995 5.920 1.387
51 H -3.010 5.772 -0.071

Computed properties:
DFT total energy	-33801.0673	eV
gap between HOMO and LUMO	7.62	eV
SMILES	Cc1cc(N2CCOCC2)ccc1/C=C1\NC(=O)N(Cc2ccccc2)C1=O


# 4
The molecule C22H23N3S, computed with the ωB97M-V functional and the def2-TZVPD basis.

Atoms and positions in Å:
1 C 3.785 2.266 0.970
2 C 2.393 2.254 0.418
3 C 1.994 3.181 -0.537
4 C 0.703 3.168 -1.032
5 C -0.209 2.230 -0.581
6 C 0.174 1.294 0.370
7 C -0.802 0.275 0.906
8 N -1.758 -0.193 -0.087
9 C -1.412 -0.701 -1.295
10 S -2.518 -0.923 -2.516
11 N -0.117 -1.017 -1.567
12 C 0.900 -1.522 -0.735
13 C 0.642 -2.502 0.229
14 C -0.711 -3.133 0.381
15 C 1.696 -2.937 1.025
16 C 2.976 -2.450 0.847
17 C 3.231 -1.539 -0.163
18 C 2.205 -1.068 -0.966
19 C 2.476 -0.110 -2.084
20 C -3.122 0.084 0.190
21 C -3.725 -0.492 1.302
22 C -5.050 -0.197 1.575
23 C -5.716 0.674 0.727
24 N -5.144 1.239 -0.322
25 C -3.887 0.950 -0.591
26 C 1.471 1.318 0.863
27 H 4.487 2.671 0.245
28 H 4.097 1.261 1.245
29 H 3.827 2.889 1.863
30 H 2.701 3.915 -0.897
31 H 0.402 3.892 -1.775
32 H -1.215 2.225 -0.971
33 H -0.243 -0.557 1.345
34 H -1.387 0.744 1.704
35 H 0.037 -1.153 -2.559
36 H -0.600 -4.161 0.721
37 H -1.326 -2.608 1.112
38 H -1.250 -3.138 -0.563
39 H 1.505 -3.685 1.782
40 H 3.780 -2.800 1.477
41 H 4.238 -1.187 -0.332
42 H 1.750 0.700 -2.088
43 H 3.473 0.312 -1.992
44 H 2.412 -0.627 -3.044
45 H -3.166 -1.163 1.940
46 H -5.550 -0.636 2.425
47 H -6.750 0.941 0.896
48 H -3.471 1.431 -1.464
49 H 1.770 0.589 1.603

Computed properties:
DFT total energy	-38493.5843	eV
gap between HOMO and LUMO	8.46	eV
SMILES	Cc1cccc(CN(C(=S)Nc2c(C)cccc2C)c2cccnc2)c1


Among the records above, which one has the highest DFT total energy? C22H23N3O2


Copy entry 1 word for word.
C22H23N2OPPdS as an isolated structure, computed with the ωB97M-V functional and the def2-TZVPD basis.

Atoms and positions in Å:
1 Pd -0.761 1.091 -1.921
2 N -2.969 -0.417 -0.120
3 C -2.235 -0.427 1.060
4 C -2.893 -0.370 2.293
5 C -2.189 -0.355 3.480
6 C -0.800 -0.420 3.475
7 C -0.136 -0.459 2.264
8 C -0.830 -0.437 1.051
9 P 0.096 -0.337 -0.501
10 C 0.191 -2.034 -1.120
11 C -0.542 -3.058 -0.533
12 C -0.456 -4.352 -1.035
13 C 0.355 -4.618 -2.124
14 C 1.081 -3.592 -2.721
15 C 0.998 -2.306 -2.225
16 C 1.820 0.057 -0.093
17 C 2.662 -0.950 0.388
18 C 3.976 -0.662 0.716
19 C 4.463 0.630 0.556
20 C 3.635 1.626 0.064
21 C 2.314 1.346 -0.263
22 H -2.711 -1.100 -0.824
23 H -3.967 -0.437 0.027
24 H -3.976 -0.346 2.303
25 H -2.728 -0.307 4.418
26 H -0.242 -0.425 4.401
27 H 0.945 -0.465 2.260
28 H -1.173 -2.858 0.325
29 H -1.035 -5.143 -0.578
30 H 0.417 -5.624 -2.519
31 H 1.706 -3.798 -3.580
32 H 1.554 -1.505 -2.699
33 H 2.294 -1.963 0.498
34 H 4.621 -1.447 1.090
35 H 5.492 0.854 0.807
36 H 4.014 2.630 -0.076
37 H 1.665 2.121 -0.655
38 S -3.143 -2.476 -3.241
39 C -2.091 -1.260 -3.215
40 N -1.296 -0.392 -3.176
41 C -0.631 3.252 1.193
42 C -1.010 3.600 -0.237
43 C -0.680 5.058 -0.528
44 O -0.323 2.838 -1.206
45 H -1.191 3.876 1.892
46 H 0.435 3.424 1.361
47 H -0.855 2.212 1.422
48 H -2.096 3.465 -0.353
49 H 0.393 5.223 -0.407
50 H -1.214 5.721 0.157
51 H -0.955 5.316 -1.550

Computed properties:
DFT total energy	-51819.3039	eV
gap between HOMO and LUMO	7.25	eV


What is the DFT total energy in the fourth record? -38493.5843 eV